Record 1
The following is a quantum chemistry calculation of one molecule with the formula C19H25O2P, from the OMol25 dataset.

* SMILES: CCCCCCC1=CC(=O)c2c(cccc2P(C)CC)C1=O
* largest force on an atom: 2.9 eV Å⁻¹
* HOMO energy: -7.87 eV
* frontier orbital gap: 6.7 eV
* LUMO: -0.045 Ha

Last column: natural (NBO) charge in e.
Atoms and positions in Å:
P -2.6907 -2.6754 0.1787  0.727
O -0.8759 3.7229 0.3848  -0.532
O -0.3004 -1.3906 -1.3842  -0.524
C -1.7033 0.0821 0.0110  -0.052
C -0.4660 -4.5521 -0.0703  -0.627
C -3.6521 -0.4044 1.5994  -0.185
C -1.7797 1.4934 0.4872  -0.165
C 0.1342 2.1922 -1.1945  -0.060
C 0.2096 0.9068 -1.6260  -0.255
C -0.6150 -0.2774 -1.0186  0.518
C 2.3138 3.4124 -0.8688  -0.389
C -2.6658 -0.8549 0.6027  -0.304
C 2.0465 -0.5194 1.8400  -0.618
C 3.2969 1.3636 0.5090  -0.409
C -2.7528 1.9350 1.4868  -0.163
C 1.0496 3.2957 -1.8410  -0.434
C -2.8457 -2.9357 -1.6914  -0.928
C -1.0084 -3.3390 0.7874  -0.670
C 2.8325 -0.1504 0.5061  -0.402
C 3.2122 2.0833 -0.8949  -0.413
C -0.8263 2.5948 -0.0577  0.604
C -3.7147 0.9799 2.0487  -0.195
H -4.3601 -1.1580 2.0084  0.239
H -3.6766 -3.6568 -1.9347  0.235
H -1.9068 -3.3947 -2.0934  0.241
H -4.4483 1.3018 2.8204  0.230
H 3.7494 -0.8055 0.4812  0.200
H 0.4971 4.2654 -1.9179  0.239
H 2.0215 -1.6306 1.9984  0.211
H 0.5082 -4.2351 -0.5371  0.225
H -1.1990 -3.6929 1.8331  0.224
H 2.6965 1.9006 1.2968  0.201
H 1.9318 3.5270 0.1781  0.208
H 4.2553 2.4186 -1.1594  0.211
H 2.8449 1.4332 -1.7268  0.200
H -3.0117 -1.9750 -2.2504  0.237
H 2.5442 -0.0801 2.7467  0.207
H 4.3722 1.3688 0.8487  0.210
H -2.8038 2.9807 1.8703  0.247
H -0.1882 -5.3643 0.6628  0.213
H 0.9347 0.6768 -2.4491  0.231
H 0.9724 -0.1812 1.8062  0.202
H 1.3886 2.9323 -2.8429  0.212
H -1.1911 -4.9698 -0.8073  0.212
H 2.9551 4.2967 -1.1112  0.213
H -0.2987 -2.4739 0.8624  0.226
H 2.2138 -0.4466 -0.3780  0.205

Record 2
The following is a quantum chemistry calculation of C33H41BrFN5O2SiW as an isolated structure, from the OMol25 dataset.

* relative energy (zero: lowest compared OMol25 entry of this formula, charge and spin): 0.0 kJ/mol
* largest force on an atom: 0.8 eV Å⁻¹
* spin multiplicity: 3
* HOMO energy (alpha / beta): -12.48 / -13.18 eV
* total charge: +2
* frontier orbital gap (alpha / beta): 6.4 / 7.2 eV
* LUMO (alpha / beta): -0.223 / -0.218 Ha

Last column: Löwdin spin population.
Atoms and positions in Å:
W -0.6294 -0.2072 0.0929  1.699
Br -1.3511 2.1038 1.0858  0.038
Si -3.5429 0.8332 -1.4601  0.000
F -0.8675 -1.9126 -2.7849  0.002
O 0.4677 -0.2213 1.9171  0.040
O 1.0223 0.4611 -1.0022  0.077
N 0.3156 -2.1858 -0.1086  0.012
N 2.6787 1.4741 3.3145  -0.001
N -2.0626 -1.3150 1.1756  0.008
N -1.7981 0.2893 -1.4376  -0.042
N 2.3792 2.9481 -1.4954  0.006
C -1.8052 -3.5310 0.1017  -0.001
C -1.8455 -0.6109 4.7258  0.013
C 2.1201 -0.1057 -1.3803  0.006
C 2.3755 -1.4959 -1.2601  0.006
C -1.3819 -0.6205 3.4099  0.003
C -1.0821 -0.1937 5.8103  -0.001
C -2.2247 -1.2957 2.4491  0.060
C -2.7529 -2.3440 0.3830  0.008
C 0.1116 0.5793 -5.2082  -0.005
C -0.9840 1.6507 -3.3478  -0.004
C 2.0894 0.6780 4.1476  -0.001
C 3.1349 0.6661 -2.0073  0.006
C 2.0682 2.2958 2.2692  0.000
C -1.6354 -0.2003 7.2062  -0.001
C -0.0667 -0.1616 3.1034  0.017
C 0.2183 0.1703 5.5296  0.012
C -3.8068 2.6644 -1.7308  -0.001
C 0.7188 0.2474 4.2175  -0.001
C -4.2918 -0.1521 -2.8589  -0.001
C 4.2700 0.0597 -2.5601  0.001
C 1.9929 2.9741 -0.0729  0.000
C -4.4409 0.4683 0.1437  0.001
C 2.6930 2.0360 0.9008  0.000
C -0.3591 -3.3332 0.5307  0.006
C -1.1869 0.4224 -2.7209  0.012
C -0.3439 1.7300 -4.5764  0.001
C 3.5572 -2.0406 -1.7661  -0.002
C 2.9263 2.0646 -2.2609  0.004
C 1.4575 -2.4213 -0.6405  0.011
C -0.0692 -0.6537 -4.6005  0.001
C 5.7833 -1.9202 -2.9568  0.001
C 4.5276 -1.2918 -2.4226  0.006
C -0.7034 -0.7052 -3.3778  -0.003
H 0.2584 -1.5763 -5.0616  0.000
H -4.0219 -1.2098 -2.8015  0.000
H -3.5536 3.2335 -0.8363  0.000
H -0.2944 -3.1751 1.6104  0.001
H 2.2112 4.0012 0.2283  0.000
H 3.7681 2.2344 0.9285  0.000
H 2.5347 0.9924 0.6629  0.000
H 0.9104 2.8369 -0.0347  0.001
H -3.6491 -2.6693 0.9131  0.001
H 1.8091 -3.4542 -0.6310  0.000
H 6.1792 -1.3496 -3.7956  0.000
H -1.8412 -3.7727 -0.9606  0.000
H -1.3081 2.5524 -2.8499  0.000
H -5.3813 -0.0866 -2.8162  0.000
H 2.2055 3.8439 -1.9367  0.000
H -3.9782 0.2163 -3.8371  0.000
H -2.0122 -1.1878 7.4739  0.000
H 3.6555 1.6635 3.5060  0.000
H -0.8751 0.0778 7.9336  0.000
H -2.1610 -4.4121 0.6378  0.000
H 3.7127 -3.1093 -1.6578  0.000
H 5.6003 -2.9373 -3.3002  0.000
H -3.3294 3.1285 -2.5897  0.000
H 0.1976 -4.2436 0.3040  0.000
H -3.9287 0.8723 1.0155  0.001
H -0.2184 2.6963 -5.0476  0.000
H 0.5910 0.6365 -6.1759  0.000
H 4.9818 0.6794 -3.0961  0.000
H 6.5584 -1.9639 -2.1901  0.000
H -2.8477 -0.9835 4.9136  0.000
H 0.8755 0.4372 6.3510  0.001
H 1.0019 2.0901 2.2593  0.000
H -3.0326 -1.8951 2.8709  0.002
H -2.4611 0.5055 7.3005  0.000
H -5.3919 1.0029 0.0600  0.000
H 3.2393 2.4528 -3.2270  0.000
H -3.0573 -1.8908 -0.5561  0.001
H -4.8868 2.7609 -1.8860  0.000
H -4.6884 -0.5790 0.3070  0.000
H 2.7333 0.3496 4.9598  0.000
H 2.2184 3.3344 2.5747  0.000